(1)
{"formula": "C25H27BNO6PtS", "method": "ωB97M-V/def2-TZVPD", "gap_ev": 5.721, "e_tot_ev": -54889.241, "total_charge": 1, "e_homo_ev": -11.158, "de_lowest_kcal_mol": 0.0, "multiplicity": 1, "max_force_ev_per_a": 4.43, "species": ["Pt", "C", "C", "C", "C", "C", "C", "H", "H", "H", "H", "H", "H", "C", "C", "C", "C", "C", "C", "C", "S", "O", "O", "N", "C", "C", "O", "O", "H", "H", "H", "H", "H", "H", "H", "H", "H", "C", "C", "C", "C", "C", "C", "C", "C", "O", "B", "O", "C", "C", "H", "H", "H", "H", "H", "H", "H", "H", "H", "H", "H", "H"], "coordinates": [[0.45769, 0.50390, -0.56294], [1.22747, 0.38722, 3.05203], [0.54904, 1.40580, 2.41686], [1.08988, 2.01148, 1.26803], [2.31529, 1.53741, 0.75445], [3.00429, 0.51975, 1.44232], [2.46523, -0.04513, 2.57232], [0.80655, -0.06363, 3.94184], [-0.37340, 1.78980, 2.83514], [0.63792, 2.90736, 0.86331], [2.82361, 2.08161, -0.03096], [3.97611, 0.20244, 1.08761], [3.00990, -0.81730, 3.09847], [1.57859, 0.22042, -6.18527], [0.81502, 0.63071, -4.95885], [-0.58139, 0.48871, -4.90462], [-1.31287, 0.95115, -3.83542], [-0.64116, 1.57546, -2.77846], [0.77053, 1.71610, -2.79939], [1.47484, 1.22688, -3.89327], [-1.58644, 2.42960, -1.54520], [-2.91964, 2.67355, -1.98638], [-0.76144, 3.48643, -1.05833], [-1.58008, 1.30826, -0.29793], [-2.64946, 0.74657, 0.11247], [-2.46471, -1.26797, -0.34467], [-3.56602, -1.61642, -0.37075], [-1.31563, -1.49658, -0.42896], [0.95998, -0.35868, -6.86753], [2.46302, -0.36174, -5.92614], [1.92080, 1.11029, -6.71743], [-1.09834, 0.03372, -5.74049], [-2.39310, 0.87468, -3.81718], [1.25660, 2.37882, -2.09514], [2.55128, 1.34210, -3.93098], [-3.57749, 1.06958, -0.36125], [-2.71630, 0.56062, 1.18712], [0.90038, -8.18344, -0.77570], [1.72599, -7.21587, -1.63224], [3.18978, -7.68079, -1.66086], [1.18590, -7.25449, -3.06172], [1.68658, -5.80372, -1.03147], [2.06095, -5.61444, 0.29855], [2.11036, -4.35836, 0.89964], [1.75932, -3.29128, 0.11329], [1.72273, -1.92139, 0.43108], [1.27702, -1.32156, -0.71672], [1.09623, -2.20412, -1.74041], [1.38464, -3.45969, -1.18830], [1.33725, -4.69197, -1.79754], [0.88213, -9.16828, -1.24716], [-0.12938, -7.83017, -0.68132], [1.31324, -8.30153, 0.22733], [3.25999, -8.66456, -2.13123], [3.60740, -7.75099, -0.65474], [3.80042, -6.98033, -2.23532], [1.22724, -8.27937, -3.43251], [1.78114, -6.63652, -3.73801], [0.14412, -6.92570, -3.10730], [2.32964, -6.47812, 0.89329], [2.40748, -4.22472, 1.93195], [1.02682, -4.77763, -2.82923]]}

=====

(2)
{"formula": "C7H11NO", "method": "ωB97M-V/def2-TZVPD", "gap_ev": 9.284, "e_tot_ev": -10970.944, "e_homo_ev": -8.333, "de_lowest_kcal_mol": 99.9, "smiles": "C=C[C@]1(C)C=C(C)ON1", "multiplicity": 1, "max_force_ev_per_a": 3.89, "species": ["C", "C", "C", "C", "C", "C", "C", "N", "O", "H", "H", "H", "H", "H", "H", "H", "H", "H", "H", "H"], "coordinates": [[0.10444, 0.71416, 0.42023], [1.20311, 1.17567, -0.21521], [-2.82773, -0.37139, -0.51883], [-1.59727, -0.67280, -0.84867], [-0.30032, -0.63041, -0.09766], [2.32838, 2.11647, -0.00791], [-0.38800, -1.60668, 1.07198], [0.72162, -0.91342, -1.09336], [1.62878, 0.26906, -1.13618], [-0.68375, 1.24324, 0.94258], [-3.77372, -0.52805, -1.11461], [-3.09796, 0.21962, 0.37997], [-1.36664, -1.10163, -1.87354], [3.18708, 1.55020, 0.27016], [2.14616, 2.81396, 0.87697], [2.52526, 2.82015, -0.91153], [-0.89410, -2.50372, 0.83934], [-0.86756, -1.16531, 1.93440], [0.62309, -1.91878, 1.62928], [1.32910, -1.51036, -0.54739]]}

=====

(3)
{"formula": "H2NOS2", "method": "ωB97M-V/def2-TZVPD", "gap_ev": 5.051, "e_tot_ev": -25240.597, "total_charge": -1, "e_homo_ev": -2.856, "de_lowest_kcal_mol": 7.2, "multiplicity": 1, "max_force_ev_per_a": 2.88, "species": ["N", "O", "S", "S", "H", "H"], "coordinates": [[0.85199, -0.78837, 0.54636], [3.27365, -0.05651, 0.11634], [-2.90279, 0.84768, 0.20771], [1.81421, 0.28770, -0.00186], [-0.04101, -0.53280, 0.12172], [-2.99605, 0.24230, -0.99027]]}

=====

(4)
{"formula": "C6H10N2", "method": "ωB97M-V/def2-TZVPD", "gap_ev": [6.151, 7.172], "e_tot_ev": -9356.448, "e_homo_ev": [-5.129, -8.102], "de_lowest_kcal_mol": 64.3, "multiplicity": 3, "max_force_ev_per_a": 3.88, "species": ["C", "C", "C", "C", "C", "C", "N", "N", "H", "H", "H", "H", "H", "H", "H", "H", "H", "H"], "coordinates": [[0.78722, 1.05287, 0.85832], [0.23138, 0.34822, -0.10017], [-0.69284, -0.97383, 1.57028], [-1.36967, -2.18852, 1.11445], [0.57108, 1.40487, -2.29784], [-0.05309, 0.24356, -1.53796], [-0.07714, -0.34401, 2.47359], [0.60952, 0.80091, 2.24421], [1.62936, 1.75710, 0.82665], [-2.24070, -2.19513, 1.84535], [-1.49108, -2.00386, -0.00170], [-0.73986, -3.11227, 1.15939], [1.27612, 1.82880, -1.60648], [-0.19267, 2.19211, -2.40988], [0.95957, 1.17183, -3.29436], [0.44655, -0.84046, -1.79493], [-1.13360, 0.04320, -1.86426], [1.47984, 0.81462, 2.81534]]}

=====

(5)
{"formula": "C5H11N2", "method": "ωB97M-V/def2-TZVPD", "gap_ev": 10.064, "e_tot_ev": -8333.623, "total_charge": 1, "e_homo_ev": -14.140, "de_lowest_kcal_mol": 80.6, "smiles": "C[C@@H](N)C1=[N+](C)C1", "multiplicity": 1, "max_force_ev_per_a": 4.87, "species": ["C", "C", "C", "C", "C", "N", "N", "H", "H", "H", "H", "H", "H", "H", "H", "H", "H", "H"], "coordinates": [[0.92031, 1.21412, 1.05010], [-1.06235, -0.35386, -0.19509], [0.20818, 0.09018, 0.41388], [-1.77839, 0.95850, -0.57695], [2.44072, -0.98760, 0.90443], [1.33106, -0.14986, 0.84814], [-1.12714, -1.25338, -1.33550], [1.21502, 2.08704, 0.43755], [0.68875, 1.40408, 2.07451], [-1.48798, -0.72917, 0.76747], [-1.50749, 1.83598, 0.15181], [-2.83928, 1.02224, -0.55125], [-1.49006, 1.28873, -1.59147], [3.32540, -0.41057, 0.84006], [2.62865, -1.46711, 1.92939], [2.42753, -1.81833, 0.34630], [-1.76106, -0.97214, -2.00565], [-1.43960, -2.15624, -1.08976]]}

=====

(6)
{"formula": "C19H32Cl2F9NbO7PS3", "method": "ωB97M-V/def2-TZVPD", "gap_ev": 5.688, "e_tot_ev": -127395.383, "total_charge": -1, "e_homo_ev": -4.506, "de_lowest_kcal_mol": 0.0, "multiplicity": 1, "max_force_ev_per_a": 2.63, "species": ["C", "C", "C", "Nb", "C", "C", "C", "Cl", "C", "C", "C", "S", "O", "O", "O", "C", "C", "C", "F", "F", "C", "F", "F", "S", "F", "F", "F", "F", "F", "C", "C", "O", "Cl", "P", "S", "H", "H", "H", "H", "H", "H", "H", "H", "H", "H", "H", "H", "H", "H", "H", "H", "H", "H", "H", "H", "H", "H", "H", "H", "H", "H", "C", "C", "C", "O", "C", "O", "O", "H", "H", "H", "H", "H", "H"], "coordinates": [[-1.87915, -3.52631, -3.53699], [-0.72263, -2.84456, -3.18226], [-0.27207, -2.48200, -1.84498], [-1.46797, -0.78602, -0.83402], [-1.17643, -2.05971, 1.04971], [0.29196, -2.28855, 1.41909], [0.49245, -3.54614, 2.29113], [1.61987, -4.70896, 1.51411], [-1.97148, 0.09548, -2.83400], [-0.75769, 0.55091, -3.68488], [-0.71199, -0.08174, -5.08452], [0.94698, -0.48139, -5.57954], [1.51470, 0.60953, -6.30999], [1.72086, -0.93271, -4.45029], [0.76201, -1.74864, -6.52524], [-2.75101, 0.63690, 0.40574], [-2.04730, 1.18037, 1.64316], [-2.99037, 1.72832, 2.71205], [-4.18168, 1.10380, 2.80203], [-3.29284, 3.02550, 2.34764], [-2.33936, 1.90317, 4.10787], [-1.12713, 2.44872, 3.93092], [-3.04194, 2.77309, 4.84737], [-2.15520, 0.34082, 5.15679], [-3.66331, 0.45278, 5.60100], [-2.54004, -0.62146, 3.96476], [-0.62571, 0.17797, 4.74069], [-1.68375, 1.25506, 6.37244], [-2.00687, -0.91967, 6.09749], [0.38369, 0.45432, -0.40043], [0.50641, 1.91896, -0.72714], [1.54563, 2.50026, -0.67604], [-0.90557, 2.90843, -1.19031], [-3.71107, -2.17395, -0.96915], [-5.12061, -1.33965, -2.10464], [-2.83975, -3.03259, -3.41514], [-1.88802, -4.53823, -3.92237], [-0.02281, -2.58417, -3.98183], [0.77120, -2.16439, -1.91235], [-0.31526, -3.35200, -1.19581], [-1.76999, -1.67986, 1.88205], [-1.59706, -3.04802, 0.82680], [0.93524, -2.39502, 0.54855], [0.64470, -1.44057, 2.00893], [0.93770, -3.28208, 3.24587], [-0.44408, -4.05622, 2.48636], [-2.50722, -0.66422, -3.40723], [-2.68612, 0.90976, -2.71656], [0.21390, 0.41781, -3.20665], [-0.85920, 1.62477, -3.82907], [-1.34086, -0.96342, -5.18306], [-1.04617, 0.64254, -5.82465], [1.32253, -2.44086, -6.14392], [-3.15410, 1.43551, -0.21373], [-3.61244, 0.05369, 0.74268], [-1.37067, 0.46906, 2.11795], [-1.43298, 2.03742, 1.37379], [1.19653, -0.01284, -0.96314], [0.70124, 0.39868, 0.64338], [-3.50751, -3.53959, -1.24496], [-4.22254, -2.20425, 0.35125], [4.27793, 3.51738, 0.48539], [5.06296, 3.12362, 1.71525], [6.54762, 3.39153, 1.66358], [7.05933, 2.42585, 2.59211], [6.19188, 1.37851, 2.60092], [6.40347, 0.33807, 3.13101], [5.06488, 1.69343, 1.92149], [3.90593, 4.53689, 0.58212], [4.89525, 3.47196, -0.41373], [3.43074, 2.85475, 0.32883], [4.61735, 3.57579, 2.60596], [6.82097, 4.39844, 1.96994], [6.97410, 3.17993, 0.68044]]}